The following is a DFT calculation (ωB97M-V with the def2-TZVPD basis set) of a cluster of 13 separate species, C5H36N2O13 in total.

```
56
C5H36N2O13 | the OMol25 dataset | ωB97M-V with the def2-TZVPD basis set
H -0.5264 -0.6183 -0.5042
H 3.6083 -2.9702 -0.1979
H -2.8273 0.4077 -0.7203
H -2.3070 1.7565 -3.1698
O 2.6662 -2.7835 -0.1377
O 2.6982 2.1031 0.0090
H 1.4938 -0.1645 2.1800
H 1.0502 2.6000 -1.8695
H 4.8830 -2.1138 2.3776
H -0.2428 4.4594 -1.5019
H -1.6368 3.6270 -1.0998
H 2.1934 -3.4592 -1.9966
H -4.3576 1.4271 -2.3199
H 5.2772 0.7441 -0.5513
H -2.3382 0.6406 -4.1389
O -3.0851 -0.1360 0.0461
H -4.9899 0.5688 -1.2165
C -0.0435 2.4678 -1.8640
O -2.9364 1.1464 -3.5797
H 2.7823 -1.6742 -1.9298
H 0.1975 -2.2891 -2.2620
H -0.0731 -0.4310 -3.0661
H -2.7733 -3.0183 1.2449
H -4.2240 2.6142 -0.0032
H -1.3425 1.8552 3.4891
C 0.6975 -2.1261 -1.2974
C 0.4754 -0.6287 -0.9855
H 2.8577 2.8796 0.5539
N -0.5491 1.3403 -2.0925
O -3.7803 2.6278 0.8634
O -2.0292 -3.3255 4.1442
N -0.7926 3.6355 -1.6432
H 1.1815 -0.2328 -0.2552
O 1.3469 -1.8299 2.0274
H 2.0529 -2.2816 1.5171
H 1.0077 1.1724 2.7313
H 1.3714 0.5643 -2.4625
H 0.6189 -1.8493 1.3862
O 4.6169 0.2617 -0.0539
O 5.2553 -1.5217 1.7108
H -1.0724 -3.3499 4.2358
H -4.3430 2.8893 1.5949
O -0.9929 1.0940 3.0191
H 4.9400 -0.6685 2.0378
H -2.2339 -2.7162 3.4231
H -3.2444 0.4863 0.7667
H -1.3707 1.0848 2.1301
O -4.6787 1.4615 -1.4005
H 0.0803 -2.8300 -0.7087
H 3.8257 0.8168 0.1252
O 1.6573 0.8210 2.1183
O -2.3173 -2.2173 1.5588
C 2.1825 -2.4986 -1.4795
H 2.1969 1.4913 0.6075
H -2.4550 -1.5262 0.8788
C 0.3484 0.2158 -2.2692
```

Output
Energy above the lowest of the compared OMol25 structures with the same formula, charge and spin: 3.436 eV
LUMO: 0.17 eV

The following is a DFT calculation (ωB97M-V with the def2-TZVPD basis set) of a structure of composition C5H36NO13.

```
55
C5H36NO13 | the OMol25 dataset | ωB97M-V with the def2-TZVPD basis set
C -1.2371 3.2717 1.9344
H 3.8499 1.3045 -2.5291
O 3.3733 -0.6510 -0.2294
H -0.7053 2.7615 -2.1299
O 1.8976 3.9310 0.1704
H 0.3593 2.1538 2.3653
O 3.2371 0.5467 -2.3008
C -1.8369 1.2769 0.2640
H 1.8981 0.8836 -3.5792
O -2.2501 -3.3120 3.4682
O -3.5570 -4.0177 0.1961
H 1.5441 3.5678 -0.7309
H -1.9016 0.4285 0.9505
H -0.5744 1.1551 -2.5726
H 1.7585 1.5034 -1.6792
H -2.7066 3.2321 0.3819
C -2.2508 2.5170 1.0784
H -2.5832 1.0141 -0.4745
O 1.2083 0.5840 -4.1668
O -4.2268 1.7045 -1.5408
H -2.6060 -4.2693 0.1082
H 4.2092 -1.0416 -0.3847
N -0.4387 2.4851 2.8741
O 0.2867 -3.4995 -2.2545
H 2.6293 3.3885 0.4334
H -3.4776 2.3055 -1.4125
C -0.2722 1.8152 -1.7631
O 1.1293 2.1562 -2.0126
H 0.5452 1.3047 -4.3777
C -0.4398 1.2707 -0.3538
H 2.2707 -0.3286 2.4642
H -0.9877 1.6552 3.1488
H 0.3471 1.6923 0.2445
H -0.6893 -5.4411 -0.3153
H 3.3028 -0.0113 -1.3381
H -3.0893 2.2774 1.7433
H 0.8602 -2.7612 -1.9687
O 2.1999 -1.1945 2.0589
H -2.9117 -2.7562 3.0236
H -0.1713 -3.0831 -2.9695
O 0.2230 -3.1884 2.1622
H 3.1027 0.6834 0.6385
H 2.4018 -1.0433 1.1175
H -0.6137 -4.0693 -0.8994
H -3.8850 0.9964 -1.9649
H -3.8424 -3.9960 1.1369
H 0.8472 -2.4082 2.0356
O -0.9003 -4.5196 -0.0915
H -0.0698 0.2387 -0.3426
O 3.0944 1.5941 1.1324
H 3.9611 1.5069 1.5920
H -0.5208 3.6865 1.2773
H -1.4107 -3.0875 2.9670
H -1.7824 3.9873 2.5046
H 0.1119 -3.5576 1.2254
```

Output
Energy above the lowest of the compared OMol25 structures with the same formula, charge and spin: 2.934 eV
LUMO: 2.37 eV
Net charge: -1